The following is a DFT calculation (ωB97M-V with the def2-TZVPD basis set) of a structure of composition C18H20BrN2O8.

Geometry as XYZ:
```
49
Properties=species:S:1:pos:R:3:nbo_charge:R:1
C -5.636 0.645 3.532 -0.636
C -4.721 -0.536 3.477 -0.062
O -3.355 -0.011 3.280 -0.509
C -2.515 -1.061 3.241 0.909
O -2.950 -2.202 3.418 -0.671
N -1.210 -0.642 2.951 -0.435
C -0.138 -1.529 3.260 0.136
C -0.233 -2.871 3.542 -0.255
C 0.984 -3.559 3.683 -0.247
C 2.205 -2.904 3.485 -0.260
C 2.290 -1.545 3.250 -0.125
Br 3.830 -0.705 2.524 0.057
C 1.069 -0.808 3.338 0.011
C 0.689 0.558 3.406 -0.070
N 1.517 1.616 3.719 0.464
O 2.535 1.430 4.377 -0.461
O 1.148 2.837 3.406 -0.542
C -0.817 0.794 3.288 -0.005
H -6.683 0.334 3.480 0.201
H -5.486 1.192 4.467 0.203
H -5.441 1.300 2.685 0.245
H -4.735 -1.127 4.397 0.188
H -4.947 -1.224 2.655 0.192
H -1.245 -3.297 3.633 0.262
H 0.917 -4.620 3.841 0.203
H 3.113 -3.483 3.475 0.211
H -1.378 0.998 4.125 0.201
H -0.065 2.632 3.097 0.383
C -1.061 2.100 2.595 -0.549
C -1.139 1.742 1.150 0.808
O -2.079 1.300 0.474 -0.594
O 0.139 1.421 0.837 -0.535
C 0.440 1.481 -0.529 -0.064
C 1.939 1.392 -0.632 -0.625
C -2.339 3.009 2.790 0.819
O -3.434 2.967 2.268 -0.610
O -2.082 3.896 3.775 -0.528
C -3.082 4.959 3.940 -0.074
C -2.661 5.783 5.137 -0.626
H -0.039 0.653 -1.050 0.179
H 0.053 2.438 -0.880 0.167
H 2.242 1.262 -1.680 0.195
H 2.390 2.330 -0.276 0.209
H 2.340 0.580 -0.001 0.231
H -3.091 5.526 2.995 0.184
H -4.036 4.444 4.103 0.191
H -3.394 6.587 5.269 0.203
H -2.620 5.149 6.036 0.215
H -1.675 6.238 4.972 0.216
```

Calculated values
- Total energy: -3983.2610 a.u.
- E_HOMO: -3.68 eV
- Energy above the lowest of the compared OMol25 structures with the same formula, charge and spin: 40.5 kcal per mole
- Net charge: -1
- Gap between HOMO and LUMO: 0.24163 Ha
- LUMO energy: 2.9 eV
- F_max: 0.096 Eh/bohr

The following is a DFT calculation (ωB97M-V with the def2-TZVPD basis set) of the molecule C18H20Cl2N2O.

Geometry as XYZ:
```
43
Properties=species:S:1:pos:R:3:nbo_charge:R:1
O -0.722 -2.538 -1.520 -0.679
C -0.062 -1.960 -0.493 0.343
C 1.278 -1.586 -0.609 -0.105
C 1.973 -1.011 0.437 -0.236
C 1.309 -0.812 1.635 -0.046
C -0.020 -1.173 1.777 -0.213
C -0.723 -1.729 0.719 -0.092
C -2.198 -2.054 0.853 -0.233
N -3.139 -0.999 0.544 -0.436
C -3.248 -0.584 -0.837 -0.228
C -2.263 0.521 -1.235 -0.239
N -2.416 1.660 -0.348 -0.441
C -2.187 1.265 1.031 -0.252
C -3.173 0.154 1.415 -0.222
H -4.187 0.566 1.353 0.199
H -2.992 -0.164 2.444 0.196
H -1.152 0.922 1.189 0.180
H -2.366 2.134 1.670 0.199
C -1.611 2.807 -0.753 -0.231
C -0.122 2.559 -0.754 -0.036
C 0.635 2.767 0.394 -0.211
C 1.990 2.487 0.409 -0.226
C 2.609 1.993 -0.726 -0.175
C 1.867 1.782 -1.875 -0.218
C 0.512 2.062 -1.887 -0.223
H -0.058 1.907 -2.792 0.211
H 2.345 1.404 -2.767 0.213
H 3.669 1.783 -0.718 0.204
H 2.564 2.660 1.308 0.217
H 0.162 3.166 1.280 0.211
H -1.852 3.626 -0.068 0.202
H -1.941 3.089 -1.757 0.202
H -1.233 0.131 -1.217 0.169
H -2.490 0.848 -2.253 0.199
H -4.265 -0.199 -0.975 0.195
H -3.107 -1.451 -1.483 0.212
H -2.396 -2.364 1.883 0.204
H -2.429 -2.889 0.187 0.219
H -0.518 -1.016 2.722 0.228
Cl 2.153 -0.102 2.961 0.007
H 3.007 -0.730 0.322 0.244
Cl 2.081 -1.857 -2.128 -0.006
H -0.108 -2.629 -2.267 0.495
```

Calculated values
- Total energy: -1803.0478 a.u.
- E_HOMO: -7.99 eV
- Energy above the lowest of the compared OMol25 structures with the same formula, charge and spin: 0.0 kcal per mole
- Net charge: 0
- Gap between HOMO and LUMO: 0.31417 Ha
- LUMO energy: 0.6 eV
- F_max: 0.012 Eh/bohr

The following is a DFT calculation (ωB97M-V with the def2-TZVPD basis set) of a structure of composition C18H20Cl2N4O2SY.

Geometry as XYZ:
```
48
Properties=species:S:1:pos:R:3:lowdin_spin:R:1
Y -0.776 -0.166 -1.156 0.042
O -2.569 -1.183 -0.357 0.001
N -2.983 -2.415 -0.639 0.000
C -3.901 -2.961 0.189 0.000
C -4.385 -4.216 -0.045 0.000
C -3.904 -4.916 -1.156 0.000
C -2.963 -4.342 -1.970 0.000
C -2.463 -3.050 -1.718 0.001
S -1.266 -2.312 -2.718 0.002
H -4.188 -2.311 1.000 0.000
H -5.121 -4.637 0.623 0.000
H -4.268 -5.909 -1.379 0.000
H -2.571 -4.866 -2.829 0.000
Cl -1.350 4.861 -1.488 0.013
C 0.063 3.981 -1.982 0.045
C 1.133 4.663 -2.552 0.018
C 2.250 3.950 -2.925 0.052
Cl 3.580 4.841 -3.635 0.006
C 2.366 2.557 -2.767 0.028
C 3.503 1.792 -3.153 0.279
C 3.463 0.414 -2.931 0.041
C 2.374 -0.192 -2.370 0.197
N 1.233 0.497 -1.989 0.170
C 1.261 1.890 -2.186 0.050
C 0.120 2.610 -1.783 0.023
O -0.909 1.924 -1.238 -0.003
H 1.091 5.732 -2.698 0.000
H 4.360 2.265 -3.603 0.019
H 4.310 -0.200 -3.213 -0.004
H 2.337 -1.266 -2.225 0.013
C -0.478 1.153 4.074 0.000
C 0.438 0.269 3.236 0.000
C 1.786 0.960 3.030 0.000
C 0.622 -1.086 3.905 0.000
N -0.294 0.071 1.957 0.000
N 0.424 -0.663 0.957 0.003
H -0.031 1.346 5.049 0.000
H -1.446 0.675 4.220 0.000
H -0.640 2.119 3.589 0.000
H 2.251 1.173 3.994 0.000
H 1.668 1.909 2.502 0.000
H 2.498 0.343 2.478 0.000
H 1.069 -0.957 4.892 0.000
H 1.295 -1.733 3.338 0.000
H -0.335 -1.594 4.023 0.000
H -0.459 0.997 1.563 0.000
H 0.403 -1.645 1.210 0.000
H 1.399 -0.373 0.875 0.001
```

Calculated values
- 2S+1: 2
- Total energy: -2424.3905 a.u.
- E_HOMO (alpha / beta): -4.84 / -7.02 eV
- Energy above the lowest of the compared OMol25 structures with the same formula, charge and spin: 11.2 kcal per mole
- Net charge: 0
- Gap between HOMO and LUMO (alpha / beta): 0.16972 / 0.24984 Ha
- LUMO energy (alpha / beta): -0.2 / -0.2 eV
- F_max: 0.011 Eh/bohr
- ⟨S²⟩: 0.772

The following is a DFT calculation (ωB97M-V with the def2-TZVPD basis set) of the molecule C18H20ClFN2O3.

Geometry as XYZ:
```
45
Properties=species:S:1:pos:R:3:nbo_charge:R:1
O 1.500 0.862 0.698 -0.618
C 1.272 -0.263 0.279 0.652
N 2.219 -1.055 -0.261 -0.418
C 2.001 -2.395 -0.745 -0.216
H 2.762 -3.048 -0.300 0.194
C 2.054 -2.529 -2.275 -0.414
C 1.343 -1.388 -3.013 -0.413
H 0.810 -1.809 -3.867 0.210
C 2.275 -0.302 -3.557 -0.384
H 3.033 -0.771 -4.191 0.187
H 1.676 0.349 -4.200 0.206
C 2.974 0.586 -2.526 -0.410
C 4.052 -0.128 -1.702 -0.412
H 4.419 -0.995 -2.250 0.194
H 4.905 0.539 -1.557 0.215
C 3.572 -0.538 -0.304 -0.224
H 3.580 0.342 0.344 0.243
H 4.247 -1.292 0.115 0.194
H 2.236 1.029 -1.857 0.212
H 3.442 1.407 -3.074 0.210
H 0.596 -0.946 -2.355 0.217
H 1.574 -3.477 -2.521 0.215
H 3.087 -2.599 -2.614 0.196
H 1.021 -2.728 -0.406 0.229
C -0.121 -0.773 0.416 0.055
N -0.803 -1.426 -0.492 -0.126
O -2.063 -1.582 -0.024 -0.267
C -2.155 -1.018 1.192 0.288
C -0.951 -0.476 1.531 -0.318
H -0.675 0.057 2.415 0.259
C -3.469 -1.076 1.904 -0.112
O -3.545 -0.173 2.976 -0.472
C -3.538 1.165 2.719 0.256
C -3.512 1.746 1.457 -0.267
C -3.517 3.124 1.312 -0.254
C -3.548 3.920 2.439 0.383
C -3.575 3.378 3.712 -0.281
C -3.569 2.003 3.843 -0.057
Cl -3.599 1.286 5.407 0.033
H -3.598 4.016 4.580 0.246
F -3.557 5.260 2.304 -0.319
H -3.492 3.574 0.333 0.234
H -3.482 1.136 0.570 0.227
H -3.596 -2.064 2.362 0.227
H -4.286 -0.925 1.184 0.200
```

Calculated values
- Total energy: -1593.1538 a.u.
- E_HOMO: -8.84 eV
- Energy above the lowest of the compared OMol25 structures with the same formula, charge and spin: 45.1 kcal per mole
- Net charge: 0
- Gap between HOMO and LUMO: 0.34956 Ha
- LUMO energy: 0.7 eV
- F_max: 0.021 Eh/bohr

The following is a DFT calculation (ωB97M-V with the def2-TZVPD basis set) of the molecule C18H20ClFN4O2.

Geometry as XYZ:
```
46
Properties=species:S:1:pos:R:3:nbo_charge:R:1
C -6.025 -4.502 0.930 -0.257
O -5.908 -3.271 0.216 -0.481
C -4.740 -2.622 0.344 0.447
C -4.625 -1.387 -0.387 -0.194
C -3.488 -0.687 -0.301 -0.226
C -2.395 -1.169 0.532 0.408
N -1.225 -0.662 0.678 -0.575
C -0.884 0.637 0.352 0.677
O 0.084 0.901 -0.327 -0.571
C -1.695 1.742 1.021 -0.509
C -0.992 3.078 0.990 -0.222
C -0.847 3.807 -0.355 -0.199
N -1.178 5.072 0.326 -0.422
C -2.034 6.000 -0.383 -0.239
C -2.386 7.169 0.504 -0.109
C -1.347 7.926 1.041 -0.163
C -1.588 8.997 1.878 -0.279
C -2.899 9.307 2.180 0.404
F -3.125 10.356 3.003 -0.329
C -3.985 8.603 1.694 -0.144
C -5.391 8.978 2.060 -0.635
C -3.684 7.529 0.850 0.095
Cl -5.040 6.615 0.233 -0.024
C -1.784 4.320 1.440 -0.217
N -2.670 -2.354 1.161 -0.364
N -3.799 -3.094 1.077 -0.276
H -7.019 -4.874 0.707 0.199
H -5.265 -5.210 0.597 0.192
H -5.906 -4.336 2.000 0.191
H -5.455 -1.072 -1.005 0.238
H -3.341 0.219 -0.870 0.234
H -2.659 1.828 0.506 0.212
H -1.928 1.436 2.044 0.228
H -0.029 3.014 1.496 0.220
H 0.119 3.779 -0.855 0.210
H -1.631 3.493 -1.063 0.158
H -1.488 6.364 -1.259 0.211
H -2.945 5.510 -0.750 0.182
H -0.331 7.642 0.798 0.230
H -0.787 9.589 2.298 0.232
H -5.890 8.153 2.570 0.228
H -5.399 9.847 2.710 0.234
H -5.975 9.201 1.166 0.229
H -2.867 4.174 1.305 0.164
H -1.601 4.731 2.434 0.198
H -1.939 -2.755 1.725 0.412
```

Calculated values
- Total energy: -1627.4193 a.u.
- E_HOMO: -8.55 eV
- Energy above the lowest of the compared OMol25 structures with the same formula, charge and spin: 7.6 kcal per mole
- Net charge: 0
- Gap between HOMO and LUMO: 0.30969 Ha
- LUMO energy: -0.1 eV
- F_max: 0.003 Eh/bohr